This record from OMol25 describes a structure of composition C57H91MgN5O3. The level of theory is the ωB97M-V functional and the def2-TZVPD basis.

Geometry as XYZ:
```
157
Properties=species:S:1:pos:R:3:lowdin_charge:R:1
Mg -0.68947 0.46438 -0.91097 0.6244
C -3.90409 7.33663 0.15056 -0.0732
C -2.55101 7.19065 0.84802 -0.5615
C -1.65230 8.34473 0.37777 -0.0532
C -2.77128 7.31219 2.36388 -0.0487
C -1.88944 5.84740 0.54180 -0.1777
C -2.51405 4.82744 -0.16026 0.0104
C -1.89637 3.60242 -0.38552 -0.1375
C -2.67427 2.54905 -1.13990 -0.1015
N -1.90493 1.80292 -2.18300 -0.1674
C -2.83266 1.02771 -3.02783 -0.1401
C -3.04204 -0.36125 -2.44012 -0.1420
N -1.72325 -0.96917 -2.20642 -0.1747
C -0.99780 -1.19701 -3.47811 -0.1590
C 0.04337 -0.12625 -3.88167 -0.1209
N 0.68402 0.65377 -2.78543 -0.1391
C 0.46533 2.11637 -3.00946 -0.1581
C -0.98697 2.63367 -2.97909 -0.1232
C 2.15941 0.51254 -2.84090 -0.1319
C 2.84544 -0.77123 -2.42278 -0.1584
C 4.18690 -0.62762 -2.07021 -0.0251
C 4.96764 -1.69866 -1.67532 -0.1942
C 4.36569 -2.96652 -1.74211 -0.0052
C 3.04987 -3.17742 -2.12350 -0.0835
C 2.20185 -2.03346 -2.37650 -0.3233
O 0.92804 -2.13864 -2.58346 -0.1756
C 2.52705 -4.59561 -2.40655 -0.5311
C 1.32084 -4.99729 -1.54990 -0.0454
C 2.11386 -4.66006 -3.88790 -0.0382
C 3.60850 -5.65630 -2.18003 -0.0766
C 6.42142 -1.56114 -1.22155 -0.5599
C 6.53213 -1.94124 0.26282 -0.0544
C 6.93871 -0.13208 -1.39029 -0.0704
C 7.33371 -2.49194 -2.03805 -0.0507
C -1.85717 -2.26334 -1.49320 -0.1064
C -2.55292 -2.26312 -0.13571 -0.1215
C -3.03941 -3.48877 0.28641 -0.0053
C -3.61921 -3.66787 1.54129 -0.1813
C -3.77442 -2.52526 2.31185 -0.0044
C -3.34430 -1.25146 1.92928 -0.0855
C -2.61559 -1.12462 0.71691 -0.3118
O -2.00323 -0.02106 0.37356 -0.1824
C -3.72719 -0.08406 2.87237 -0.5145
C -3.63330 1.30742 2.23422 -0.0504
C -2.86035 -0.08792 4.14532 -0.0453
C -5.19547 -0.26210 3.31201 -0.0626
C -4.10939 -5.04899 1.97948 -0.5631
C -5.25794 -5.49910 1.06321 -0.0496
C -4.62231 -5.03912 3.42082 -0.0717
C -2.96404 -6.06558 1.88831 -0.0559
C -0.59585 3.33153 0.10549 -0.2817
O -0.05363 2.13935 -0.05948 -0.1602
C 0.09407 4.40532 0.74018 -0.0728
C -0.58486 5.59795 0.95893 0.0061
C 1.55951 4.27735 1.18962 -0.5192
C 2.13560 5.60224 1.69560 -0.0738
C 2.44420 3.83333 0.01101 -0.0407
C 1.66647 3.26418 2.33729 -0.0406
H -4.32345 8.32052 0.37425 0.0826
H -4.61912 6.58521 0.49337 0.0825
H -3.80273 7.25098 -0.93431 0.0871
H -2.13129 9.30556 0.58531 0.0814
H -1.47285 8.27393 -0.69751 0.0896
H -0.68476 8.33804 0.88184 0.0724
H -3.20691 8.28417 2.61513 0.0817
H -1.82839 7.20841 2.90604 0.0783
H -3.44787 6.52882 2.71436 0.0872
H -3.51972 4.95895 -0.54509 0.1044
H -3.54400 3.02669 -1.60596 0.1230
H -3.03963 1.80090 -0.43528 0.0972
H -2.40299 0.91948 -4.02097 0.1041
H -3.78525 1.55342 -3.15169 0.1272
H -3.64068 -0.97966 -3.12089 0.1332
H -3.57048 -0.30098 -1.48918 0.1214
H -1.71384 -1.30257 -4.30302 0.1256
H -0.45981 -2.13470 -3.37909 0.0763
H -0.39194 0.58168 -4.59233 0.1096
H 0.81749 -0.66622 -4.42542 0.1284
H 0.90437 2.40364 -3.97469 0.1280
H 1.01666 2.64119 -2.23525 0.0898
H -1.37504 2.75147 -3.99392 0.1198
H -0.93934 3.63316 -2.55117 0.1247
H 2.56027 1.31741 -2.22341 0.1083
H 2.48329 0.74704 -3.86654 0.1358
H 4.61605 0.37131 -2.09625 0.1100
H 4.97808 -3.82700 -1.49745 0.0897
H 0.48034 -4.32962 -1.72160 0.0622
H 1.57885 -4.98986 -0.48678 0.0779
H 1.01577 -6.01683 -1.80595 0.0847
H 1.33498 -3.92574 -4.09462 0.0756
H 1.73399 -5.65636 -4.13735 0.0837
H 2.97405 -4.44627 -4.52762 0.0906
H 3.89867 -5.71946 -1.12646 0.0828
H 4.50339 -5.46205 -2.77506 0.0837
H 3.21696 -6.63232 -2.47635 0.0836
H 6.02990 -1.19581 0.88707 0.0604
H 7.58020 -1.99347 0.57505 0.0854
H 6.07351 -2.91488 0.44962 0.0769
H 6.36358 0.57626 -0.78879 0.0778
H 6.89068 0.18535 -2.43438 0.0908
H 7.98036 -0.07587 -1.06585 0.0837
H 7.16677 -3.54160 -1.78942 0.0761
H 8.38517 -2.26926 -1.83613 0.0807
H 7.15040 -2.36651 -3.10639 0.0923
H -0.83945 -2.65480 -1.38519 0.0935
H -2.40079 -2.96806 -2.13707 0.1345
H -2.94920 -4.33261 -0.39501 0.1161
H -4.27147 -2.61689 3.26943 0.0896
H -2.62646 1.54531 1.90490 0.0687
H -3.95408 2.05687 2.96411 0.0868
H -4.29726 1.37848 1.36792 0.0924
H -1.87635 0.34836 3.95835 0.0656
H -2.73146 -1.10431 4.52779 0.0808
H -3.33747 0.51100 4.92685 0.0847
H -5.82757 -0.53404 2.46484 0.0927
H -5.56611 0.67611 3.73146 0.0800
H -5.30933 -1.02858 4.08115 0.0738
H -6.07182 -4.77117 1.09105 0.0887
H -5.65033 -6.46991 1.38121 0.0820
H -4.92357 -5.59045 0.02784 0.0776
H -5.50198 -4.40032 3.52759 0.0842
H -3.85364 -4.68785 4.11368 0.0854
H -4.90732 -6.05123 3.71621 0.0825
H -2.58632 -6.15916 0.86879 0.0733
H -3.30579 -7.05281 2.21219 0.0813
H -2.13168 -5.76281 2.52940 0.0844
H -0.06854 6.39072 1.48349 0.0872
H 2.06713 6.38444 0.93593 0.0906
H 3.19229 5.45825 1.93568 0.0835
H 1.63694 5.95091 2.60281 0.0834
H 2.34953 4.54464 -0.81411 0.0967
H 2.14669 2.85320 -0.35277 0.0384
H 3.49598 3.79752 0.31204 0.0845
H 1.11936 3.62621 3.21228 0.0957
H 2.71429 3.11030 2.62302 0.0828
H 1.23020 2.31632 2.03586 0.0377
C 2.04741 -2.50011 1.78220 -0.0374
C 0.90717 -2.09327 0.82408 -0.0973
N 0.74869 -0.63368 0.82920 -0.1239
C 2.04150 0.01563 0.54147 -0.1048
C 3.07733 -0.28362 1.64186 -0.0359
N 2.44431 -1.28023 2.56873 -0.0761
C 1.25234 -0.65147 3.24192 -0.0363
C 0.24513 -0.23453 2.14387 -0.1325
H 2.93460 -2.82842 1.24465 0.1277
H 1.74588 -3.26973 2.49070 0.1338
H -0.03977 -2.53474 1.13963 0.1354
H 1.11889 -2.42116 -0.19437 0.1005
H 1.86912 1.08357 0.45923 0.0878
H 2.40937 -0.36433 -0.41089 0.0998
H 3.33018 0.59443 2.23473 0.1245
H 3.98846 -0.72299 1.23635 0.1077
H 3.12008 -1.55307 3.27546 0.1836
H 1.61867 0.19965 3.81445 0.1301
H 0.83613 -1.38783 3.92809 0.1341
H 0.05735 0.83480 2.14007 0.1090
H -0.70401 -0.73435 2.30419 0.1041
```

Output
- Net charge: 0
- Kohn-Sham gap: 6.15 eV
- E_LUMO: -0.5 eV
- M: 918.69 g/mol
- HOMO level: -6.648 eV
- Multiplicity: 1